[1]
Density functional theory data (ωB97M-V with the def2-TZVPD basis set) for a structure of composition C32H40N4PPd in a non-equilibrium geometry.

Last column: Löwdin spin population.
CARTESIAN COORDINATES (ANGSTROEM)
Pd  0.041  0.875  -0.401  0.763
N  1.811  3.251  -1.974  0.002
C  0.608  3.699  -1.515  0.013
C  0.344  5.096  -1.558  -0.001
C  -0.922  5.576  -1.326  0.009
C  -1.927  4.676  -0.912  0.000
C  -1.526  3.371  -0.721  0.007
N  -0.325  2.869  -1.085  0.032
C  2.426  2.006  -1.983  0.004
C  3.826  2.029  -1.978  0.002
C  4.527  0.893  -2.161  -0.001
C  3.796  -0.324  -2.280  0.002
C  2.437  -0.308  -2.126  0.000
N  1.727  0.878  -1.939  0.029
H  2.477  3.981  -2.160  0.000
H  1.157  5.691  -1.875  0.000
H  -1.178  6.620  -1.519  0.001
H  -2.939  4.957  -0.619  0.000
H  -2.193  2.643  -0.225  0.000
H  4.393  2.981  -1.841  0.000
H  5.633  0.915  -2.257  0.000
H  4.326  -1.235  -2.450  0.000
H  1.767  -1.140  -2.149  0.000
C  -2.374  1.511  3.072  0.002
C  -0.872  1.826  2.802  0.012
C  -0.158  2.317  4.082  0.001
P  0.066  0.482  1.915  0.094
C  1.668  0.264  2.844  0.030
C  2.792  1.095  2.185  0.007
C  2.046  -1.200  3.063  0.002
C  -0.838  -1.053  2.020  0.101
C  -1.245  -1.593  3.245  -0.011
C  -1.909  -2.830  3.274  0.102
C  -2.201  -3.595  4.547  0.017
C  -2.285  -3.386  2.050  -0.020
C  -1.866  -2.884  0.807  0.093
C  -1.150  -1.680  0.767  0.011
N  -0.761  -1.048  -0.402  0.462
C  -0.910  -1.592  -1.661  0.031
C  -0.322  -2.859  -1.999  0.054
C  0.485  -3.649  -0.965  0.006
C  -0.296  -3.264  -3.333  -0.010
C  -0.831  -2.518  -4.397  0.049
C  -0.728  -3.060  -5.785  0.009
C  -1.310  -1.242  -4.031  -0.009
C  -1.516  -0.800  -2.720  0.061
C  -2.251  0.515  -2.547  0.011
H  -3.009  2.383  2.981  0.000
H  -2.477  1.078  4.074  0.000
H  -2.711  0.765  2.344  0.001
H  -0.856  2.631  2.057  0.002
H  -0.130  1.565  4.864  0.000
H  -0.770  3.203  4.416  0.000
H  0.842  2.663  3.873  0.000
H  1.462  0.727  3.828  0.003
H  3.445  0.463  1.564  0.000
H  3.388  1.480  3.003  0.000
H  2.434  1.895  1.588  0.003
H  2.339  -1.626  2.114  0.000
H  1.254  -1.825  3.467  0.000
H  2.878  -1.271  3.748  0.001
H  -1.075  -1.017  4.174  -0.001
H  -2.071  -3.005  5.483  0.000
H  -1.522  -4.455  4.597  0.007
H  -3.221  -3.997  4.536  0.004
H  -2.807  -4.326  2.045  -0.003
H  -2.160  -3.391  -0.093  0.005
H  0.810  -3.021  -0.152  0.000
H  1.411  -4.081  -1.392  0.000
H  -0.022  -4.508  -0.515  0.002
H  0.132  -4.261  -3.552  0.000
H  -1.247  -4.047  -5.798  0.003
H  0.347  -3.215  -6.074  0.003
H  -1.233  -2.453  -6.545  0.000
H  -1.568  -0.565  -4.846  -0.001
H  -3.167  0.500  -3.201  0.001
H  -1.589  1.326  -2.854  0.004
H  -2.629  0.632  -1.508  0.000

Electronic energy = -1931.42779 a.u.
LUMO energy (alpha / beta) = -0.074 / -0.158 Eh
Gap between HOMO and LUMO (alpha / beta) = 7.3 / 5.9 eV
Total charge = +1
Multiplicity = 3
HOMO energy (alpha / beta) = -0.34284 / -0.37510 Ha
Energy relative to the best compared isomer or geometry (same formula, charge and spin) = 0.00 kcal/mol


[2]
Density functional theory data (ωB97M-V with the def2-TZVPD basis set) for a structure of composition C34H49Br2CoN6O2SSi.

Last column: Löwdin spin population.
CARTESIAN COORDINATES (ANGSTROEM)
Co  -0.162  0.101  0.041  2.741
C  -5.995  4.645  0.631  0.002
C  -5.357  3.301  0.807  0.012
C  -4.070  3.184  1.337  -0.001
C  -3.477  1.946  1.494  0.011
C  -4.177  0.807  1.110  0.011
C  -5.456  0.892  0.575  0.006
C  -6.038  2.140  0.435  0.003
S  -3.393  -0.736  1.272  0.015
O  -4.271  -1.800  0.902  0.005
O  -2.604  -0.798  2.461  0.009
N  -2.179  -0.586  0.065  0.405
C  -2.309  -0.963  -1.199  0.041
C  -3.435  -1.487  -1.886  0.188
C  -3.318  -1.724  -3.244  -0.013
C  -2.120  -1.458  -3.887  0.209
C  -1.034  -0.951  -3.138  0.041
N  -1.119  -0.718  -1.858  0.123
H  -5.523  5.395  1.262  0.000
H  -7.057  4.608  0.868  0.000
H  -5.904  4.975  -0.406  0.001
H  -3.537  4.075  1.646  0.000
H  -2.488  1.856  1.926  0.000
H  -5.996  -0.006  0.305  0.000
H  -7.045  2.215  0.047  0.000
H  -4.345  -1.694  -1.344  0.008
H  -4.160  -2.118  -3.796  -0.004
H  -1.998  -1.632  -4.947  0.010
H  -0.087  -0.745  -3.623  0.000
C  0.512  -5.158  1.623  0.000
C  1.106  -3.954  0.955  0.001
C  2.424  -3.921  0.505  -0.001
C  2.946  -2.781  -0.089  0.002
C  2.104  -1.698  -0.214  0.004
Br  2.685  -0.062  -0.969  0.020
N  0.839  -1.701  0.189  0.037
C  0.352  -2.804  0.768  0.005
H  1.244  -5.958  1.704  0.000
H  -0.341  -5.535  1.059  0.000
H  0.165  -4.911  2.626  0.000
H  3.056  -4.792  0.626  0.000
H  3.967  -2.735  -0.435  0.001
H  -0.676  -2.749  1.109  0.001
N  1.068  5.312  -0.341  -0.001
C  0.183  4.349  -0.672  0.001
C  0.430  2.992  -0.369  0.008
N  -0.453  2.052  -0.676  0.030
C  -1.588  2.426  -1.290  0.005
C  -1.817  3.760  -1.567  0.000
N  -0.954  4.717  -1.261  0.003
H  1.998  5.084  -0.041  0.000
H  0.891  6.247  -0.671  0.000
H  1.335  2.686  0.140  0.001
H  -2.311  1.666  -1.541  0.000
H  -2.738  4.066  -2.048  0.000
C  -0.446  -1.085  4.968  0.000
C  0.682  -0.198  5.518  0.002
C  0.377  0.107  7.002  0.001
C  1.971  -1.031  5.456  0.000
Si  0.851  1.466  4.611  0.011
Br  0.694  0.771  2.302  0.037
C  2.583  2.264  4.605  0.003
C  3.641  1.457  3.833  0.000
C  2.573  3.671  3.991  0.000
C  3.049  2.385  6.074  0.001
C  -0.616  2.669  4.776  0.001
C  -0.447  3.475  6.082  0.001
C  -1.950  1.911  4.859  0.000
C  -0.725  3.668  3.612  0.000
H  -0.520  -1.967  5.609  0.000
H  -0.229  -1.427  3.955  0.000
H  -1.422  -0.606  4.953  0.000
H  0.367  -0.836  7.553  0.000
H  -0.600  0.570  7.139  0.000
H  1.127  0.746  7.472  0.000
H  1.788  -1.980  5.965  0.000
H  2.814  -0.556  5.956  0.000
H  2.262  -1.259  4.428  0.000
H  3.424  1.426  2.764  0.000
H  3.755  0.436  4.186  0.000
H  4.605  1.955  3.958  0.000
H  2.214  3.659  2.958  0.000
H  3.598  4.050  3.980  0.000
H  1.973  4.382  4.555  0.000
H  3.223  1.413  6.535  0.000
H  2.351  2.941  6.701  0.000
H  3.999  2.924  6.092  0.000
H  -0.351  2.840  6.964  0.000
H  -1.338  4.091  6.227  0.000
H  0.409  4.149  6.053  0.000
H  -2.032  1.300  5.757  0.000
H  -2.114  1.261  3.997  0.000
H  -2.763  2.641  4.893  0.000
H  0.146  4.309  3.502  0.000
H  -1.584  4.317  3.802  0.000
H  -0.890  3.164  2.657  0.000

Electronic energy = -9022.07486 a.u.
LUMO energy (alpha / beta) = -0.188 / -0.313 Eh
Gap between HOMO and LUMO (alpha / beta) = 8.7 / 5.3 eV
Total charge = +2
Multiplicity = 5
HOMO energy (alpha / beta) = -0.50818 / -0.50782 Ha
Energy relative to the best compared isomer or geometry (same formula, charge and spin) = 0.00 kcal/mol


[3]
Density functional theory data (ωB97M-V with the def2-TZVPD basis set) for a cluster of 21 separate species, C4H42Cl6O20 in total in a non-equilibrium geometry.

Last column: Löwdin charge in e.
CARTESIAN COORDINATES (ANGSTROEM)
Cl  1.955  -1.153  -2.121  0.651
Cl  1.004  -2.515  0.150  0.617
Cl  -0.818  -1.596  -2.010  0.569
Cl  -1.789  -0.943  0.640  0.617
Cl  -0.840  1.445  1.861  0.684
Cl  -1.730  1.456  -0.958  0.617
C  1.625  0.744  0.226  0.056
C  0.498  0.098  -0.217  -0.535
C  0.589  -1.180  -1.002  -1.505
C  -0.881  0.515  0.326  -1.464
H  2.615  0.398  -0.055  0.034
H  1.585  1.620  0.834  0.031
O  1.940  -4.302  -3.896  -0.113
H  2.478  -5.093  -4.225  0.099
H  1.019  -4.633  -3.636  0.102
O  2.684  -2.095  -5.232  -0.167
H  2.455  -2.345  -6.185  0.059
H  2.486  -2.892  -4.640  -0.024
O  2.863  4.219  1.617  -0.119
H  3.024  3.312  2.035  0.061
H  2.059  4.147  1.007  0.012
O  -2.556  1.708  4.635  -0.121
H  -1.895  1.097  5.096  0.088
H  -2.642  2.552  5.186  0.105
O  -4.406  -0.830  -2.446  -0.116
H  -4.111  -0.024  -2.983  0.062
H  -5.141  -1.298  -2.959  0.095
O  -2.988  2.219  -4.180  -0.122
H  -2.479  1.674  -4.864  0.107
H  -3.961  1.942  -4.217  0.084
O  -1.650  -3.477  3.127  -0.156
H  -1.709  -4.202  3.831  0.061
H  -2.466  -2.885  3.216  0.000
O  -0.270  3.744  -3.483  -0.128
H  -0.669  4.417  -4.125  0.075
H  -1.029  3.255  -3.026  -0.003
O  1.987  -5.174  1.764  -0.122
H  1.057  -5.556  1.656  0.101
H  2.119  -4.934  2.738  0.108
O  -0.732  4.564  2.968  -0.145
H  -0.131  4.426  3.769  0.068
H  -0.172  4.464  2.132  0.002
O  5.612  -0.008  0.025  -0.094
H  5.124  0.652  -0.566  0.024
H  5.969  -0.752  -0.561  0.112
O  3.895  -1.343  1.468  -0.169
H  3.744  -2.218  0.982  -0.004
H  4.543  -0.788  0.924  -0.026
O  -3.917  -3.368  -1.488  -0.136
H  -4.063  -2.485  -1.960  -0.006
H  -4.281  -3.286  -0.548  0.051
O  1.553  1.358  4.324  -0.136
H  2.214  0.647  4.042  0.075
H  0.715  0.897  4.655  0.046
O  -3.655  4.226  -2.176  -0.129
H  -4.398  3.957  -1.544  0.074
H  -3.479  3.452  -2.804  -0.007
O  -4.211  -2.617  2.913  -0.107
H  -4.516  -1.659  2.797  0.079
H  -4.388  -3.110  2.047  0.087
O  -4.096  1.409  2.377  -0.156
H  -3.422  1.444  3.131  -0.018
H  -4.852  0.800  2.660  0.049
O  4.217  -4.191  0.662  -0.136
H  3.312  -4.475  1.014  -0.010
H  4.307  -4.532  -0.286  0.078
O  0.259  4.185  0.332  -0.140
H  -0.631  4.613  0.110  0.113
H  0.458  3.489  -0.375  0.069
O  4.354  1.875  -1.518  -0.110
H  3.642  2.457  -1.941  0.104
H  5.016  2.478  -1.048  0.100

Electronic energy = -4443.39809 a.u.
LUMO energy = -0.019 Eh
Gap between HOMO and LUMO = 8.9 eV
HOMO energy = -0.34570 Ha
Energy relative to the best compared isomer or geometry (same formula, charge and spin) = 29.13 kcal/mol


[4]
Density functional theory data (ωB97M-V with the def2-TZVPD basis set) for a cluster of 9 separate species, C11H42N8O9 in total in a non-equilibrium geometry.

Last column: Löwdin charge in e.
CARTESIAN COORDINATES (ANGSTROEM)
C  0.213  -0.463  -1.515  -0.023
C  0.293  -0.315  0.044  -0.401
C  1.718  -0.640  0.483  -0.141
O  1.733  -0.747  1.964  -0.231
C  3.110  -0.871  2.495  -0.054
N  -0.156  1.036  0.390  0.033
H  0.561  -1.446  -1.832  0.075
H  0.843  0.293  -1.984  0.071
H  -0.828  -0.256  -1.763  0.064
H  -0.461  -1.013  0.412  0.109
H  2.386  0.089  0.024  0.118
H  2.042  -1.614  0.113  0.131
H  3.766  -1.340  1.761  0.070
H  3.155  -1.562  3.337  0.085
H  3.518  0.084  2.824  0.080
H  -0.097  1.178  1.389  0.100
H  -1.140  0.999  0.157  0.082
C  -3.777  -1.426  -2.039  -0.051
C  -4.349  0.007  -1.817  -0.427
C  -5.824  0.052  -2.252  -0.191
O  -6.052  -0.407  -3.617  -0.200
C  -5.318  0.416  -4.559  -0.087
N  -4.163  0.244  -0.400  0.032
H  -2.768  -1.709  -1.738  0.056
H  -3.719  -1.615  -3.112  0.063
H  -4.439  -2.205  -1.661  0.087
H  -3.778  0.747  -2.378  0.127
H  -6.281  1.036  -2.126  0.115
H  -6.478  -0.467  -1.549  0.121
H  -5.349  1.484  -4.341  0.088
H  -5.724  0.266  -5.559  0.087
H  -4.325  -0.012  -4.425  0.069
H  -4.545  1.122  -0.077  0.075
H  -4.583  -0.524  0.106  0.047
O  0.560  -2.871  3.181  -0.060
H  1.204  -2.185  2.986  -0.023
H  0.535  -3.410  2.389  0.029
O  -1.109  3.917  0.158  -0.063
H  -0.536  4.636  0.428  0.030
H  -0.511  3.195  -0.043  -0.028
O  1.870  2.727  -0.601  -0.074
H  1.954  2.337  -1.473  0.028
H  1.274  2.137  -0.128  -0.037
O  0.823  -4.043  -3.285  -0.054
H  0.841  -4.119  -4.240  0.032
H  -0.101  -4.147  -3.052  0.027
C  4.487  3.519  3.337  -0.796
O  4.989  3.032  4.300  0.055
N  4.735  3.165  2.085  0.164
N  3.711  4.591  3.422  0.156
H  5.321  2.345  2.069  0.093
H  4.149  3.471  1.323  0.097
H  3.410  4.842  4.351  0.116
H  3.373  5.048  2.589  0.103
C  5.935  -0.234  -0.642  -0.775
O  5.345  -0.750  -1.626  -0.020
N  6.307  -1.018  0.326  0.159
N  6.298  0.992  -0.536  0.181
H  6.857  -0.665  1.094  0.109
H  6.124  -2.008  0.270  0.124
H  6.815  1.290  0.277  0.109
H  5.949  1.651  -1.215  0.128
C  -3.842  -2.713  1.731  -0.766
O  -4.046  -3.852  1.295  0.011
N  -2.715  -2.071  1.497  0.159
N  -4.680  -1.964  2.389  0.162
H  -2.528  -1.298  2.117  0.108
H  -2.033  -2.615  0.991  0.109
H  -4.335  -1.117  2.814  0.108
H  -5.611  -2.231  2.669  0.123

Electronic energy = -1559.53042 a.u.
LUMO energy = 0.007 Eh
Gap between HOMO and LUMO = 9.4 eV
HOMO energy = -0.33798 Ha
Energy relative to the best compared isomer or geometry (same formula, charge and spin) = 0.00 kcal/mol


[5]
Density functional theory data (ωB97M-V with the def2-TZVPD basis set) for a cluster of 2 separate species, C4H4O in total in a non-equilibrium geometry.

Last column: Löwdin spin population.
CARTESIAN COORDINATES (ANGSTROEM)
C  2.740  0.346  0.083  0.272
C  1.484  0.110  -0.038  0.100
C  0.414  -0.514  -0.903  0.048
C  0.123  0.575  -0.085  0.463
O  -0.539  1.642  -0.318  0.185
H  0.670  -0.462  -1.926  0.012
H  0.291  -1.545  -0.737  0.012
H  -1.304  0.219  2.313  0.898
H  -0.552  2.393  0.280  0.011

Electronic energy = -229.68446 a.u.
LUMO energy (alpha / beta) = -0.006 / -0.030 Eh
Gap between HOMO and LUMO (alpha / beta) = 7.8 / 9.2 eV
Multiplicity = 3
HOMO energy (alpha / beta) = -0.29188 / -0.36907 Ha
Energy relative to the best compared isomer or geometry (same formula, charge and spin) = 121.84 kcal/mol


[6]
Density functional theory data (ωB97M-V with the def2-TZVPD basis set) for a structure of composition C15H11F3N2O5PdS2 in a non-equilibrium geometry.

Last column: Löwdin spin population.
CARTESIAN COORDINATES (ANGSTROEM)
Pd  0.284  -0.024  -0.119  1.483
O  -0.512  -3.315  2.190  0.185
C  -0.600  -2.710  1.156  0.082
O  0.219  -2.229  0.367  0.126
C  -2.178  -2.542  0.652  0.109
C  -2.222  -2.156  -0.832  0.022
C  -3.683  -2.301  -1.306  0.011
C  -4.336  -1.077  -0.643  0.012
C  -3.124  -0.459  0.085  0.019
O  -2.048  -0.744  -0.794  0.033
C  -2.838  -1.361  1.296  0.116
C  -1.879  -0.525  2.366  0.086
O  -2.299  -0.565  3.490  0.206
O  -0.926  0.058  1.842  0.120
H  -2.621  -3.502  0.907  0.005
H  -1.468  -2.620  -1.465  -0.001
H  -3.726  -2.241  -2.393  0.004
H  -4.123  -3.243  -0.988  0.001
H  -4.721  -0.374  -1.378  0.004
H  -5.138  -1.338  0.043  0.001
H  -3.181  0.610  0.286  -0.001
H  -3.706  -1.605  1.906  0.007
F  4.906  4.094  -0.778  0.004
C  4.664  2.997  -0.034  0.009
F  5.509  3.072  1.010  0.005
F  5.043  1.955  -0.767  0.011
C  3.229  2.977  0.423  0.081
C  2.725  4.149  0.972  -0.014
C  1.409  4.198  1.410  0.093
C  0.618  3.075  1.229  0.005
N  1.092  1.971  0.685  0.142
C  2.383  1.861  0.315  0.051
S  2.790  0.273  -0.231  0.797
H  3.367  5.015  1.051  -0.002
H  1.001  5.084  1.867  0.006
H  -0.420  3.050  1.533  0.000
S  0.278  3.589  -2.683  0.070
C  0.122  2.073  -2.245  0.035
N  -0.028  0.938  -1.954  0.078

Electronic energy = -2287.65196 a.u.
LUMO energy (alpha / beta) = -0.026 / -0.146 Eh
Gap between HOMO and LUMO (alpha / beta) = 7.7 / 4.4 eV
Multiplicity = 5
HOMO energy (alpha / beta) = -0.31098 / -0.30684 Ha
Energy relative to the best compared isomer or geometry (same formula, charge and spin) = 2.94 kcal/mol